(1)
Below is a cluster of 2 separate species, C4H3FN2S in total in a non-equilibrium geometry, with properties calculated with wB97M-V/def2-TZVPD.

Values from the calculation:
Gap between HOMO and LUMO (eV): 6.6
LUMO (hartree): -0.0762
Structure (SMILES): N#CC=S.N=C=CF
Highest occupied orbital energy (hartree): -0.319
Energy above the lowest of the compared OMol25 structures with the same formula, charge and spin (eV): 3.548

The geometry in ORCA input format:
```
! wB97M-V def2-TZVPD RIJCOSX def2/J DEFGRID3
* xyz 0 1
C 1.53 -0.56 -1.41
H 1.32 0.48 1.64
F 1.40 0.27 -2.47
N -0.43 1.25 1.82
C 1.67 -0.12 -0.19
C -2.01 1.33 -0.16
H -2.98 0.85 -0.08
N 2.00 0.22 0.92
H 1.48 -1.60 -1.67
S -1.54 2.08 -1.53
C -1.17 1.28 0.95
*
```

***

(2)
Below is an isolated molecule of C4H3FO in a non-equilibrium geometry, with properties calculated with wB97M-V/def2-TZVPD.

Values from the calculation:
Gap between HOMO and LUMO (eV): 10.6
LUMO (hartree): -0.0018
Structure (SMILES): C#CC(=O)CF
Highest occupied orbital energy (hartree): -0.392
Energy above the lowest of the compared OMol25 structures with the same formula, charge and spin (eV): 1.445

The geometry in ORCA input format:
```
! wB97M-V def2-TZVPD RIJCOSX def2/J DEFGRID3
* xyz 0 1
H 3.15 -1.18 0.01
O -0.03 1.98 -0.01
C -1.39 0.00 0.00
H -1.99 0.19 -0.90
H -1.94 0.26 0.92
F -1.15 -1.37 -0.01
C 2.20 -0.66 -0.01
C -0.02 0.79 -0.02
C 1.17 -0.02 0.01
*
```

***

(3)
Below is an isolated molecule of C4H3FO in a non-equilibrium geometry, with properties calculated with wB97M-V/def2-TZVPD.

Values from the calculation:
Gap between HOMO and LUMO (spin up / spin down) (eV): 8.1 / 8.1
LUMO (spin up / spin down) (hartree): -0.0295 / -0.0295
Structure (SMILES): C=C(F)C1=CO1
Highest occupied orbital energy (spin up / spin down) (hartree): -0.326 / -0.326
Energy above the lowest of the compared OMol25 structures with the same formula, charge and spin (eV): 4.463

The geometry in ORCA input format:
```
! wB97M-V def2-TZVPD RIJCOSX def2/J DEFGRID3
* xyz 0 1
H -1.18 -0.77 1.81
H -2.19 -1.34 0.56
H 2.42 1.23 -1.06
F -0.51 -0.96 -1.49
C -1.20 -0.95 0.77
C 0.67 0.48 -0.17
O 0.99 1.55 0.64
C -0.36 -0.50 -0.15
C 1.37 1.25 -0.91
*
```

***

(4)
Below is a structure of composition C4H3GaLiO6 in a non-equilibrium geometry, with properties calculated with wB97M-V/def2-TZVPD.

Values from the calculation:
Gap between HOMO and LUMO (spin up / spin down) (eV): 5.0 / 6.8
LUMO (spin up / spin down) (hartree): -0.2694 / -0.2033
Highest occupied orbital energy (spin up / spin down) (hartree): -0.454 / -0.454
Energy above the lowest of the compared OMol25 structures with the same formula, charge and spin (eV): 0.000

The geometry in ORCA input format:
```
! wB97M-V def2-TZVPD RIJCOSX def2/J DEFGRID3
* xyz 1 1
O -0.35 -0.12 2.28
Ga 5.42 0.63 -0.68
O -1.96 -1.54 1.59
C 1.85 0.14 1.38
C 0.50 -0.54 1.20
O 4.15 1.11 0.18
O 2.70 -0.60 0.41
O -2.43 0.08 3.01
H -0.05 -0.31 0.25
O 4.61 -0.86 -0.68
H 1.79 1.16 0.97
C 3.78 -0.10 -0.04
Li -3.78 -0.98 2.09
C -1.60 -0.58 2.33
H 0.61 -1.63 1.25
*
```

***

(5)
Below is a structure of composition C4H3HgMgO2 in a non-equilibrium geometry, with properties calculated with wB97M-V/def2-TZVPD.

Values from the calculation:
Gap between HOMO and LUMO (spin up / spin down) (eV): 7.2 / 5.0
LUMO (spin up / spin down) (hartree): -0.0181 / -0.1016
Highest occupied orbital energy (spin up / spin down) (hartree): -0.284 / -0.285
⟨S²⟩: 0.770

The geometry in ORCA input format:
```
! wB97M-V def2-TZVPD RIJCOSX def2/J DEFGRID3
* xyz 0 2
H -0.97 0.32 1.38
O -0.79 0.36 -0.70
H 1.44 -1.68 1.96
Hg -0.76 1.70 -2.53
Mg -3.46 0.49 -0.95
O 1.35 -1.40 -1.63
H -0.07 1.74 0.88
C 0.94 -0.96 -0.58
C 0.99 -0.08 0.56
C -0.30 0.70 0.59
C 1.62 -1.19 1.00
*
```

***

(6)
Below is an isolated molecule of C4H3I in a non-equilibrium geometry, with properties calculated with wB97M-V/def2-TZVPD.

Values from the calculation:
Gap between HOMO and LUMO (spin up / spin down) (eV): 7.7 / 7.0
LUMO (spin up / spin down) (hartree): -0.0176 / -0.0308
Highest occupied orbital energy (spin up / spin down) (hartree): -0.301 / -0.287
Energy above the lowest of the compared OMol25 structures with the same formula, charge and spin (eV): 3.794

The geometry in ORCA input format:
```
! wB97M-V def2-TZVPD RIJCOSX def2/J DEFGRID3
* xyz 0 1
H 0.37 0.86 -1.55
I -3.30 -0.08 0.00
C -0.18 0.41 0.77
C -1.39 0.94 -0.02
C -0.19 0.32 -0.76
C -0.20 -0.85 0.04
H 0.53 0.83 1.62
H -0.37 -1.93 -0.02
*
```

***

(7)
Below is a structure of composition C4H3I in a non-equilibrium geometry, with properties calculated with wB97M-V/def2-TZVPD.

Values from the calculation:
Gap between HOMO and LUMO (eV): 8.8
LUMO (hartree): -0.0259
Highest occupied orbital energy (hartree): -0.349
Energy above the lowest of the compared OMol25 structures with the same formula, charge and spin (eV): 2.743

The geometry in ORCA input format:
```
! wB97M-V def2-TZVPD RIJCOSX def2/J DEFGRID3
* xyz 0 1
H 0.89 -2.11 0.24
H 1.71 -0.53 -0.20
C -1.35 1.89 -0.04
C 0.83 -1.10 0.08
C -0.25 1.12 -0.08
I -2.38 -0.52 0.07
H 0.80 1.61 -0.03
C -0.25 -0.36 -0.05
*
```

***

(8)
Below is an isolated molecule of C4H3I in a non-equilibrium geometry, with properties calculated with wB97M-V/def2-TZVPD.

Values from the calculation:
Gap between HOMO and LUMO (spin up / spin down) (eV): 7.5 / 7.5
LUMO (spin up / spin down) (hartree): -0.0563 / -0.0563
Highest occupied orbital energy (spin up / spin down) (hartree): -0.330 / -0.330
Energy above the lowest of the compared OMol25 structures with the same formula, charge and spin (eV): 3.468

The geometry in ORCA input format:
```
! wB97M-V def2-TZVPD RIJCOSX def2/J DEFGRID3
* xyz 0 1
H -0.85 1.43 -1.30
H 1.42 -1.21 -0.89
H -2.01 0.36 -0.43
C -0.81 0.93 1.11
I 2.38 -1.41 1.49
C -0.05 -0.08 0.34
C -1.08 0.77 -0.37
C 1.00 -0.79 0.04
*
```

***

(9)
Below is a structure of composition C4H3InLiO in a non-equilibrium geometry, with properties calculated with wB97M-V/def2-TZVPD.

Values from the calculation:
Gap between HOMO and LUMO (spin up / spin down) (eV): 5.5 / 6.7
LUMO (spin up / spin down) (hartree): -0.4255 / -0.4257
Highest occupied orbital energy (spin up / spin down) (hartree): -0.627 / -0.670
Energy above the lowest of the compared OMol25 structures with the same formula, charge and spin (eV): 5.032
⟨S²⟩: 0.764

The geometry in ORCA input format:
```
! wB97M-V def2-TZVPD RIJCOSX def2/J DEFGRID3
* xyz 2 2
Li -0.55 0.48 -1.53
H -0.31 3.39 0.42
H -0.38 -2.62 -1.26
C 0.34 2.40 -0.95
C 1.17 2.30 0.12
O -0.84 -0.87 -0.28
In -0.62 -0.46 1.52
C 0.70 2.64 1.26
H -2.28 -2.20 -0.88
C -1.20 -2.07 -0.79
*
```

***

(10)
Below is a structure of composition C4H3KO4 in a non-equilibrium geometry, with properties calculated with wB97M-V/def2-TZVPD.

Values from the calculation:
Gap between HOMO and LUMO (spin up / spin down) (eV): 6.7 / 8.0
LUMO (spin up / spin down) (hartree): -0.1597 / -0.1597
Highest occupied orbital energy (spin up / spin down) (hartree): -0.405 / -0.452
Energy above the lowest of the compared OMol25 structures with the same formula, charge and spin (eV): 0.000
⟨S²⟩: 0.753

The geometry in ORCA input format:
```
! wB97M-V def2-TZVPD RIJCOSX def2/J DEFGRID3
* xyz 1 2
C -0.68 -4.01 0.38
O -0.50 -2.83 -0.17
K -1.57 4.62 0.59
H 2.74 -2.78 -1.01
C 1.92 -2.63 -0.31
O -0.59 2.26 0.02
H 0.49 -2.32 -1.87
O 0.11 -4.80 0.78
H 2.13 -2.66 0.76
C 0.70 -2.47 -0.81
O 1.18 1.03 -0.78
C 0.21 1.49 -0.35
*
```

***

(11)
Below is a structure of composition C4H3Li2O2Tl in a non-equilibrium geometry, with properties calculated with wB97M-V/def2-TZVPD.

Values from the calculation:
Gap between HOMO and LUMO (spin up / spin down) (eV): 4.2 / 4.2
LUMO (spin up / spin down) (hartree): -0.0700 / -0.0697
Highest occupied orbital energy (spin up / spin down) (hartree): -0.223 / -0.223
Energy above the lowest of the compared OMol25 structures with the same formula, charge and spin (eV): 0.000

The geometry in ORCA input format:
```
! wB97M-V def2-TZVPD RIJCOSX def2/J DEFGRID3
* xyz 0 1
C -0.63 -0.82 -0.81
H 0.07 -1.78 -0.78
C 0.51 -0.12 -1.46
H -0.88 0.30 2.49
H -1.42 -1.04 -1.55
C -0.47 -0.22 1.59
Tl -2.29 1.92 0.06
O 0.65 -0.90 1.83
Li 3.25 1.48 -1.28
C -1.16 -0.07 0.41
O 0.45 1.14 -1.62
Li 1.93 0.13 1.11
*
```

***

(12)
Below is a structure of composition C4H3LiOPm in a non-equilibrium geometry, with properties calculated with wB97M-V/def2-TZVPD.

Values from the calculation:
Gap between HOMO and LUMO (spin up / spin down) (eV): 5.8 / 7.8
LUMO (spin up / spin down) (hartree): -0.4213 / -0.3738
Highest occupied orbital energy (spin up / spin down) (hartree): -0.634 / -0.659
Energy above the lowest of the compared OMol25 structures with the same formula, charge and spin (eV): 2.019
⟨S²⟩: 8.763

The geometry in ORCA input format:
```
! wB97M-V def2-TZVPD RIJCOSX def2/J DEFGRID3
* xyz 2 6
Pm 0.63 0.68 2.03
H 0.36 2.79 -1.60
C 0.64 1.96 -0.90
H -1.60 -3.65 1.47
H 1.03 0.55 -2.44
Li -0.68 -0.92 -0.84
C -1.10 -2.70 1.60
O 0.69 2.23 0.35
C -0.52 -1.63 1.79
C 0.55 0.70 -1.46
*
```

***

| no. | E_tot (hartree) |
| --- | --- |
| 1 | -761.66266 |
| 2 | -329.23282 |
| 3 | -329.12191 |
| 4 | -2537.60670 |
| 5 | -657.95371 |
| 6 | -451.67506 |
| 7 | -451.71370 |
| 8 | -451.68704 |
| 9 | -426.03533 |
| 10 | -1054.83570 |
| 11 | -492.05101 |
| 12 | -844.53516 |